Record 1
Entry from the OMol25 dataset: a structure of composition C31H46BrCuN3OP2 in a non-equilibrium geometry (the ωB97M-V functional and the def2-TZVPD basis).

Cartesian coordinates (Å):
C -3.587 2.823 -3.808
C -1.666 1.715 2.354
C 2.016 -0.541 -2.186
N 0.415 -6.077 -0.324
C 4.706 -0.466 4.586
H 5.147 0.336 5.177
P -0.341 1.838 1.052
H -0.060 -4.666 2.012
H 1.456 2.675 2.402
H -6.355 0.507 -1.817
C -3.077 1.505 1.824
C 4.841 -0.470 3.199
H -5.316 0.963 -3.155
C 4.829 -0.539 0.242
H -2.940 -1.652 -4.967
C 4.265 -1.528 2.467
C 0.315 -3.667 0.111
C 0.892 -4.825 -0.654
C -5.391 0.296 -2.288
H -4.654 3.008 -3.607
Br 0.118 1.462 -3.373
C -0.758 -2.624 1.994
C 1.218 0.686 3.236
C 1.197 1.657 2.055
C 4.263 -1.530 1.023
H -4.483 1.356 -0.618
H -1.382 0.912 3.045
H -1.603 2.657 2.918
C -0.910 -1.498 1.178
H -3.343 2.248 1.058
H -1.511 -0.660 1.540
H 2.227 2.726 -1.759
C -2.438 -0.699 -3.116
H -1.307 3.812 0.097
H 0.607 5.305 -0.174
H -1.351 -0.870 -3.224
C 0.818 4.260 0.081
C -4.276 0.483 -1.263
H -0.608 4.125 1.708
H 1.683 4.233 0.754
H -2.649 0.087 -5.140
C 3.949 -0.047 -0.813
H 2.926 -3.178 5.165
H 5.333 0.351 2.695
H 0.571 -6.776 -1.041
H -1.149 -2.606 3.016
N 4.027 -1.400 5.251
C 2.415 1.704 -1.480
O 1.768 -4.683 -1.513
H 3.051 -3.341 2.672
H 3.395 -2.055 -1.549
H -4.150 -0.412 -0.621
C 1.444 0.714 -1.835
H 0.644 -2.362 -1.604
C -2.824 2.573 -2.517
H 4.365 2.106 -0.660
P -2.599 0.777 -1.971
H 0.480 0.970 3.994
C 0.235 -2.451 -0.589
H -3.215 0.505 1.391
H -1.801 2.990 -2.593
C 3.563 -2.524 3.187
C -0.153 -3.746 1.436
C -0.417 3.652 0.730
H -2.847 -1.531 -2.508
H -0.487 -6.172 0.137
H 2.217 0.713 3.684
H -5.439 -0.736 -2.639
H 3.791 -2.395 0.549
H -4.190 -0.551 -4.425
H 1.037 -0.347 2.925
N -0.362 -1.365 -0.045
H -3.790 1.593 2.654
H 1.079 3.748 -0.847
C 3.139 -0.984 -1.520
C -3.100 -0.673 -4.488
C 3.635 1.340 -0.955
H 5.713 0.025 0.514
H 1.968 1.368 1.319
H 1.577 -1.129 -2.977
C 3.473 -2.419 4.583
H -3.210 3.735 -4.303
H -3.341 3.063 -1.650
Cu -0.266 0.590 -0.861
H -3.465 2.003 -4.535

Results
- net charge = +2
- E_LUMO (spin up / spin down) (Ha) = -0.2517 / -0.3077
- Kohn-Sham gap (spin up / spin down) (eV) = 6.572 / 5.046
- 2S+1 = 2
- energy (eV) = -172654.942

***

Record 2
Entry from the OMol25 dataset: a cluster of 15 separate species, C31H46IN16 in total in a non-equilibrium geometry (the ωB97M-V functional and the def2-TZVPD basis).

Cartesian coordinates (Å):
C 0.400 -0.824 -0.400
H 0.405 -5.463 -12.410
C 0.596 -3.217 -8.096
C 4.886 0.841 3.696
H 0.608 1.502 -0.183
C -0.142 1.222 9.568
C -0.514 -3.520 -12.555
C 1.999 -1.023 -2.182
H 4.039 1.290 5.625
C 1.270 4.307 7.680
C 2.545 3.928 6.945
C 2.478 -2.671 6.029
H 3.047 -2.508 3.958
C 4.604 -2.761 10.217
C -6.233 3.280 5.204
H 4.117 -3.044 9.280
C 0.104 -0.182 9.040
H -6.054 5.158 4.165
N -1.188 -0.302 -7.851
C -2.959 -0.311 1.530
H -3.047 1.677 -6.350
H -1.324 -3.283 -9.070
C 1.685 2.766 2.095
H -0.396 -1.167 0.396
N -4.518 4.363 0.786
H -0.300 2.251 -9.773
N -0.346 2.387 10.006
C -6.381 4.135 3.956
H 3.252 -0.061 4.772
N 0.182 -7.157 -3.176
N -0.719 -2.355 -12.117
N 0.554 2.612 2.631
H 4.848 -0.293 5.527
H 0.777 -0.721 9.713
H -4.355 0.694 -7.052
H 3.016 3.787 0.744
H 1.391 5.284 8.156
H -1.215 -5.468 -13.151
C 3.049 2.953 1.449
C -2.024 4.704 -0.396
H -2.253 1.420 2.602
H -0.842 -0.726 8.972
C -0.090 -5.591 -5.459
N 2.466 -2.235 7.213
H 2.973 -4.178 4.572
H -0.537 -1.686 -9.102
H 2.523 1.435 -2.236
C -1.243 0.692 -8.624
H -4.026 1.299 2.485
H -4.395 1.128 -5.326
N 5.445 1.193 2.622
N 1.075 -1.846 -1.309
N 1.395 -3.593 -7.196
H 0.559 -0.132 8.046
N -6.109 2.570 6.239
H -1.796 1.609 -10.493
C -4.893 2.743 -6.661
C -0.368 -2.764 -9.180
H -5.771 3.724 3.147
I 0.912 -3.897 -1.434
H 5.614 -2.402 9.999
H -3.072 1.789 1.064
H 0.434 4.353 6.977
N 4.726 -4.955 11.922
H 0.237 -4.569 -5.250
H 4.033 -1.956 10.686
H 1.469 -3.288 4.229
C 0.059 -6.447 -4.211
N -2.854 -1.519 1.184
H -1.274 4.915 0.371
H 3.799 3.164 2.216
H -1.738 3.795 -0.932
H 0.186 -4.874 -14.076
H 0.048 -2.989 -10.166
C 4.671 -3.960 11.149
C -3.387 4.518 0.250
H -7.428 4.154 3.639
C 1.894 0.556 -1.755
C 2.493 -3.196 4.603
H -1.881 2.697 -9.086
N 0.862 0.603 -0.649
C -3.086 1.145 1.948
H 1.048 3.562 8.450
C 4.212 0.416 4.990
C -4.122 1.477 -6.325
C -1.309 1.891 -9.556
H -2.057 5.539 -1.101
H -1.136 -5.573 -5.776
C -0.268 -4.924 -13.083
H 3.334 2.044 0.913
N -5.533 3.793 -6.939
N 3.603 3.614 6.334
H 0.520 -6.002 -6.268
H 2.743 -1.347 -3.031

Results
- net charge = +1
- E_LUMO (Ha) = -0.1693
- Kohn-Sham gap (eV) = 7.620
- 2S+1 = 1
- energy (eV) = -64809.969

***

Record 3
Entry from the OMol25 dataset: a structure of composition C31H46N5O11P3SSeZr in a non-equilibrium geometry (the ωB97M-V functional and the def2-TZVPD basis).

Cartesian coordinates (Å):
C -1.432 -2.110 0.530
C -2.013 3.555 -1.530
H 3.883 -0.983 -4.149
C -1.108 -2.005 -3.132
C -1.383 -2.793 -2.043
C -5.476 -0.486 4.408
C -4.656 0.366 3.680
O 2.740 1.099 3.693
C -4.617 4.479 2.162
H -5.469 4.274 2.816
H 3.565 0.651 3.946
C 4.366 1.958 -0.624
S -2.728 1.074 -0.646
H -3.041 3.644 -1.859
H -3.894 5.800 3.697
C -2.340 -0.438 4.270
C -1.132 4.599 -1.601
C -6.544 1.629 2.839
C -1.612 2.317 -0.969
C -4.214 3.196 1.435
C -1.746 -4.235 -2.165
H -1.169 -2.246 -4.182
C -2.426 5.783 2.117
H -4.948 5.199 1.408
C 1.996 2.615 -3.531
H -6.952 2.424 2.224
C 3.763 -1.698 -3.334
O 1.728 1.329 1.351
C 2.644 1.235 -3.389
C -1.166 -1.936 -0.945
N -3.268 0.447 3.560
O -1.422 -0.991 1.208
O 3.305 -2.882 0.613
N -0.727 -0.801 -2.670
O 1.499 -2.851 2.396
H 0.126 2.227 6.422
C 0.531 3.213 -0.634
P 2.275 -2.086 1.263
C 0.174 4.434 -1.116
C -7.365 0.798 3.580
O 0.650 -0.231 2.872
H -0.482 0.021 -3.193
H 0.910 2.566 -3.419
H 4.758 0.173 -1.762
C -5.177 1.396 2.919
H 1.640 -1.616 -3.002
H 3.721 1.319 -3.552
H 4.078 -0.147 -0.176
N -4.089 2.064 2.361
H 0.834 -2.284 2.825
O -1.763 -4.758 -3.250
H -4.942 2.920 0.674
H -1.358 -0.290 3.847
O -1.686 -3.205 0.994
H -2.136 1.972 5.451
Zr 0.043 0.285 0.646
H -5.076 -1.307 4.990
N -0.758 -0.741 -1.355
C -2.354 -0.152 5.774
H -8.437 0.955 3.558
H -1.672 6.273 2.739
N -0.314 2.151 -0.574
Se -1.253 2.110 2.311
H 2.209 3.033 -4.518
C -1.779 1.215 6.156
H -3.250 3.315 0.947
O 2.981 -0.807 2.107
H 2.247 0.585 -4.175
H 4.688 -1.731 -2.756
C -6.838 -0.244 4.356
C -2.950 1.468 2.747
C 4.028 0.523 -1.033
H 0.892 5.244 -1.128
C -3.475 5.086 2.985
P 1.985 0.374 2.521
H -1.780 -0.943 6.268
H 3.632 -2.686 -3.783
H -1.907 -4.329 -0.247
H 2.570 -2.071 -1.592
H 1.525 3.040 -0.255
P 2.355 0.327 -1.785
C 2.551 -1.398 -2.445
H -1.900 5.065 1.478
O 1.245 -1.327 0.376
H 0.154 0.948 5.209
H 2.371 3.319 -2.788
C -0.254 1.230 6.181
H 0.126 0.529 6.932
H -2.157 1.490 7.143
H -7.510 -0.876 4.924
H -1.441 5.550 -2.023
H -2.986 4.293 3.560
H 4.324 2.633 -1.484
O -2.030 -4.890 -1.052
H -2.642 -1.466 4.074
H -3.380 -0.219 6.139
H 5.381 2.007 -0.222
H -2.889 6.542 1.478
H 3.686 2.331 0.141

Results
- E_LUMO (Ha) = 0.0047
- Kohn-Sham gap (eV) = 7.781
- 2S+1 = 1
- energy (eV) = -168210.744

***

Record 4
Entry from the OMol25 dataset: a structure of composition C31H46NO2Sr in a non-equilibrium geometry (the ωB97M-V functional and the def2-TZVPD basis).

Cartesian coordinates (Å):
C 0.299 -2.341 -2.080
H 3.214 1.981 -3.480
C 4.907 1.814 -1.914
H 3.243 3.157 -3.964
C -1.843 -3.634 3.639
H -4.063 -2.360 -2.656
C -3.378 0.258 -2.528
C 3.916 1.334 0.400
H -1.103 -3.369 -0.644
N -3.063 -0.991 -0.413
O 1.152 3.419 -3.637
H -5.394 -2.328 -1.484
C -4.176 -3.485 2.779
H -5.712 0.015 -0.015
C -2.839 -3.074 2.671
C -6.565 -3.442 2.092
H 0.402 2.257 -5.262
C -3.447 -1.711 0.694
H 0.813 4.945 -6.524
C 1.486 -1.589 -1.832
H 3.073 1.285 1.154
C -0.223 0.414 1.894
C -0.247 -2.715 -0.823
H -5.743 0.749 -1.625
H -0.545 3.794 -4.945
C 3.906 2.418 -0.757
H -6.606 -4.517 1.887
H 3.180 0.538 -2.578
C 1.655 -1.481 -0.420
H -5.434 -1.248 -2.886
H -0.128 3.249 0.132
C -4.060 -0.550 -1.403
H 5.250 3.956 -0.226
H -0.056 -2.674 -3.044
H -2.991 1.231 -2.148
H 2.481 -1.026 0.102
H 4.897 1.451 0.923
H -2.605 -0.340 -3.060
H 1.686 3.352 -6.803
H -6.915 -3.298 3.120
C 0.595 -2.172 0.201
Sr -1.026 0.133 -1.219
C -0.415 2.349 0.664
H 0.482 -2.296 1.273
C 2.512 4.030 -3.907
C 4.160 3.917 -0.508
H -1.831 -4.729 3.573
C 1.388 4.120 -6.058
C 0.501 3.353 -4.947
H 3.510 4.255 -5.918
H -2.106 -3.387 4.675
C -1.723 1.907 0.981
C 0.502 1.471 1.284
H -0.831 -3.268 3.455
H 1.567 1.637 1.409
H -2.409 0.196 2.274
C -5.151 -2.959 1.939
H 3.523 4.421 0.286
H 5.667 2.414 -2.431
H 2.901 4.631 -3.046
C -2.493 -2.192 1.654
C -1.598 0.726 1.770
H 5.251 0.844 -1.391
H -4.583 1.311 -0.382
C -4.793 -2.057 0.949
C -5.085 0.430 -0.806
H 0.221 -0.463 2.370
H 2.226 -1.296 -2.571
H -5.574 -1.677 0.299
C 2.641 4.647 -5.348
C -4.773 -1.703 -2.131
C 3.525 1.583 -2.549
H -4.121 0.527 -3.284
O 2.709 2.364 -1.559
H 2.693 5.755 -5.276
H 4.054 4.495 -1.501
H -1.450 -1.863 1.584
H -2.660 2.407 0.756
H -4.463 -4.219 3.533
H 3.889 0.347 -0.128
H -7.264 -2.936 1.420

Results
- net charge = -1
- E_LUMO (Ha) = 0.0772
- Kohn-Sham gap (eV) = 5.310
- 2S+1 = 1
- energy (eV) = -39310.918

***

Record 5
Entry from the OMol25 dataset: a structure of composition C31H47Br5F3LaN2O7S4Si4 in a non-equilibrium geometry (the ωB97M-V functional and the def2-TZVPD basis).

Cartesian coordinates (Å):
C -2.548 -0.200 1.974
C 6.032 2.542 -1.964
H -0.829 3.538 -1.259
H 3.017 5.093 3.066
H -1.232 2.796 4.634
C 0.666 -1.740 -4.242
H 1.877 -4.372 -3.978
N -1.109 1.501 -1.210
H 0.179 5.953 -1.943
C 0.121 2.794 3.000
Si 2.633 2.440 -0.449
C 2.887 -4.179 -3.617
H 0.696 2.680 -3.288
H 3.105 6.234 -3.099
C 3.235 -2.699 -3.721
H 3.389 -2.444 -4.775
O 0.444 -3.175 1.640
C -0.341 -2.859 -3.931
C 3.974 1.325 -3.667
Br -4.299 -0.807 -2.370
C 2.821 4.987 1.996
Si 4.392 1.558 -1.811
H -1.112 5.579 3.518
H 3.400 2.129 3.140
C 1.667 -4.179 -1.072
H 6.400 3.811 0.803
C -2.253 -1.542 1.545
C -0.613 3.524 4.107
C -3.564 -0.075 2.942
Br -3.872 1.687 3.558
H 6.598 2.534 -1.030
H 5.528 -0.728 -1.778
H 0.163 -0.772 -4.245
H 5.437 -0.016 -0.168
H 4.209 2.234 -4.227
O -1.687 4.786 0.935
C -1.435 4.552 3.342
H 0.360 -5.180 -2.515
Br -2.539 -4.341 1.440
H -0.323 -4.984 -0.900
O 0.061 -0.825 2.547
H 0.101 3.947 4.813
S -0.742 -3.085 -2.164
H 0.294 5.221 -0.351
H -0.018 -3.821 -4.330
H -4.584 2.117 -2.765
H 1.114 -1.898 -5.227
H 1.972 3.408 -4.256
H 3.581 -4.749 -4.239
Si 2.071 4.265 -1.887
F 3.383 -2.242 1.641
C -1.175 4.205 1.872
H 5.002 2.829 3.374
C 3.492 5.360 -2.568
C -2.968 -2.609 2.064
O -1.939 0.822 1.489
H -1.567 -0.513 -1.210
H -1.298 -2.611 -4.395
H 4.540 0.501 -4.110
F 2.494 -1.746 3.528
C 5.582 4.524 0.919
C -3.991 -2.437 3.007
C 4.318 2.417 2.627
La 0.537 0.991 0.985
C 4.895 -0.139 -1.109
S 3.041 -4.942 -1.975
C -2.754 3.007 -2.052
H 1.837 -3.113 -0.992
H 4.134 4.803 -3.255
H 4.002 -0.730 -0.886
C 0.290 -4.503 -1.661
H 4.768 1.501 2.238
C 1.227 3.614 -3.485
C 2.358 -1.565 2.203
Br -4.952 -3.920 3.671
C -1.516 2.737 -1.491
C -1.930 0.479 -1.453
N -0.249 3.197 1.776
Si 3.910 3.623 1.212
C -3.183 0.678 -2.000
H 4.146 -2.483 -3.162
H 5.823 3.588 -2.203
F 2.719 -0.212 2.007
H 2.917 1.109 -3.814
H 2.972 5.961 1.524
C -3.613 1.955 -2.317
H 5.559 5.136 0.014
H 6.674 2.142 -2.753
C -4.278 -1.155 3.449
H -2.504 4.488 3.541
S 0.480 -1.744 1.473
Br -5.653 -0.868 4.718
H 4.122 5.721 -1.751
H 1.446 6.455 -0.822
H -3.036 4.026 -2.277
S 2.029 -1.504 -3.055
H 1.769 4.727 1.881
H 5.828 5.182 1.757
O 0.982 -1.080 0.232
O 0.996 1.926 3.177
O -1.253 -1.706 0.672
H 0.504 4.322 -3.900
C 0.884 5.593 -1.190
H 1.748 -4.589 -0.068

Results
- net charge = -2
- E_LUMO (Ha) = 0.1321
- Kohn-Sham gap (eV) = 6.245
- 2S+1 = 1
- energy (eV) = -484307.223